No. 1
Entry from the OMol25 dataset: an isolated molecule of C22H19BrN4O3 (the ωB97M-V functional and the def2-TZVPD basis).

2S+1   1

XYZ file:
```
49
C22H19BrN4O3 (the ωB97M-V functional and the def2-TZVPD basis)
O 1.6755 0.5912 -3.4262
C 1.8506 -0.0278 -2.4000
N 1.5295 0.3914 -1.1485
N 0.9374 1.5332 -0.7472
C 0.6642 2.5076 -1.5212
C 0.0657 3.7234 -0.9970
C 0.0223 4.8232 -1.8580
C -0.4296 6.0492 -1.4179
C -0.8456 6.2291 -0.1089
C -0.8349 5.1425 0.7428
C -0.4042 3.8855 0.3232
O -0.4166 2.8914 1.2565
C -1.3244 1.8217 1.0389
C -0.9401 0.6426 1.8912
C -1.9185 -0.2125 2.3814
C -1.5659 -1.3081 3.1500
C -0.2332 -1.5564 3.4370
C 0.7449 -0.7058 2.9501
C 0.3933 0.3884 2.1803
H 1.1432 1.0636 1.8017
H 1.7843 -0.8998 3.1654
H 0.0400 -2.4121 4.0371
H -2.3339 -1.9677 3.5283
H -2.9596 -0.0206 2.1620
H -2.3411 2.1582 1.2970
H -1.3278 1.5224 -0.0176
H -1.1635 5.2494 1.7652
H -1.1830 7.1955 0.2319
Br -0.4681 7.5208 -2.6253
H 0.3675 4.7096 -2.8753
H 0.8921 2.5181 -2.5854
H 1.6753 -0.2600 -0.3707
C 2.4735 -1.4363 -2.3845
N 1.5143 -2.4578 -2.0226
C 1.1933 -2.7082 -0.7336
O 1.6724 -2.0686 0.1900
C 0.2181 -3.8128 -0.5187
C -0.6451 -3.7321 0.5703
C -1.5422 -4.7682 0.7766
N -1.6123 -5.8341 -0.0015
C -0.7809 -5.9171 -1.0248
C 0.1518 -4.9389 -1.3352
H 0.8231 -5.0729 -2.1702
H -0.8671 -6.8131 -1.6253
H -2.2362 -4.7472 1.6059
H -0.6024 -2.8778 1.2276
H 0.9936 -2.8970 -2.7643
H 3.2850 -1.4565 -1.6508
H 2.8653 -1.6486 -3.3797
```

---

No. 2
Entry from the OMol25 dataset: an isolated molecule of C22H19BrN4OS2 at a distorted geometry (the ωB97M-V functional and the def2-TZVPD basis).

2S+1   1

XYZ file:
```
49
C22H19BrN4OS2 (the ωB97M-V functional and the def2-TZVPD basis)
O 1.0565 -0.4669 -4.1063
Br -0.8356 4.8350 -0.3581
N -0.6558 -3.0094 -1.3680
N 3.1399 -1.5862 -0.2978
N 3.1825 0.1327 -1.8011
S -0.8863 -0.3808 -1.8558
S 4.1729 -2.0333 -2.6956
C 1.5592 -1.5181 -3.7037
C -0.2029 -2.0218 -2.1154
C -1.7208 -2.5365 -0.5896
C -2.0462 -1.1299 -0.7915
C 3.5920 -1.0275 -1.3452
C 2.3504 -0.9051 0.5137
C 2.5141 0.9435 -1.0225
C 1.9592 0.4358 0.1623
C -2.7174 -0.5562 3.5075
C -0.7827 3.5184 2.1761
C -3.2700 -0.7315 2.2499
C -1.3170 3.4652 0.8812
C -1.9688 0.5588 3.7478
C -0.8858 2.6199 3.1209
C -1.9739 2.3104 0.4565
C -2.8723 0.0769 1.2092
C -1.7676 1.5504 2.7680
C -2.2216 1.3154 1.4365
N 0.8729 -2.3960 -2.9548
C 3.0279 -1.7560 -4.1182
C 1.7239 -1.5620 1.7192
C 2.0402 2.2575 -1.4056
C -3.2803 -0.4429 -0.2157
H -2.2466 -3.0403 0.2265
H 1.1644 0.9504 0.7154
H -2.9259 -1.1510 4.3967
H -0.0114 4.3839 2.3288
H -3.8210 -1.6299 2.2067
H -1.5554 0.7415 4.7383
H -0.5187 2.7882 4.1743
H -2.0409 2.1537 -0.6327
H 1.2493 -3.3444 -2.8416
H 3.1909 -2.5439 -4.7134
H 3.3474 -0.8859 -4.6366
H 1.8087 -2.7050 1.5998
H 0.5932 -1.4353 1.7530
H 2.2261 -1.3044 2.6687
H 1.0142 2.1926 -1.6740
H 2.0233 2.8643 -0.5065
H 2.5704 2.7690 -2.2153
H -3.7476 0.3926 -0.7803
H -4.1069 -1.1562 -0.0121
```

---

No. 3
Entry from the OMol25 dataset: a structure of composition C22H19CaClN6O7S (the ωB97M-V functional and the def2-TZVPD basis).

Charge   -2
Energy above the lowest of the compared OMol25 structures with the same formula, charge and spin   86.29 kcal per mole
2S+1   1

XYZ file:
```
57
C22H19CaClN6O7S (the ωB97M-V functional and the def2-TZVPD basis)
Ca 1.1923 -0.0413 -1.0672
O -0.1491 -4.0224 3.8160
C 0.7235 -4.4468 2.8831
C 1.2313 -5.7434 2.9932
C 2.1156 -6.2380 2.0467
C 2.5043 -5.4461 0.9711
C 2.0107 -4.1539 0.8663
C 1.1340 -3.6321 1.8107
C 0.6461 -2.2267 1.6299
O 1.1353 -1.5282 0.6957
N -0.2853 -1.8577 2.4972
N -0.8267 -0.5996 2.2351
C 0.0037 0.3485 2.2922
C -0.2681 1.6798 1.6656
C -1.2405 2.7101 2.2996
C -0.9724 4.5351 1.0768
C -0.3217 4.6944 -0.2651
C 0.5517 3.8059 -0.7315
C 0.9598 2.5935 0.0640
O 2.0128 1.9397 -0.3487
H -0.4264 -3.0929 3.5129
H 0.9057 -6.3483 3.8324
H 2.4949 -7.2494 2.1469
H 3.1778 -5.8337 0.2157
H 2.2788 -3.5147 0.0340
H 1.0335 0.1693 2.6219
H -1.7130 2.4123 3.2341
H -1.3408 5.4986 1.4324
H -0.5992 5.5569 -0.8664
H 1.0236 3.8978 -1.7062
C -3.2391 1.1117 -2.3054
C -1.9479 0.8427 -1.5791
N -1.1745 -0.1383 -1.8987
N -1.6379 -0.9512 -2.8987
C -0.8319 -1.9136 -3.2899
N -1.4192 -2.7313 -4.2554
S 0.7603 -2.3245 -2.8204
C -1.5939 1.7095 -0.4310
C -2.4748 2.5962 0.0618
C -2.1133 3.4310 1.2378
C -0.1339 3.8036 2.1655
C 0.8390 2.7469 1.6084
N -0.3319 1.5479 0.1829
H -3.2311 0.5779 -3.2487
H -3.3574 2.1823 -2.4801
H -4.0945 0.7619 -1.7186
H -2.1687 -2.2777 -4.7555
H -0.7383 -3.2011 -4.8293
H -3.4700 2.6873 -0.3513
H -3.0042 3.8786 1.6794
H 0.2211 4.4133 2.9951
H 1.7932 2.6178 2.1163
O 3.5153 2.2458 -3.3275
Cl 2.8803 0.9600 -3.4247
O 3.1657 0.3751 -4.7070
O 1.4472 1.0988 -3.2485
O 3.3480 0.0825 -2.3661
```

---

No. 4
Entry from the OMol25 dataset: a cluster of 2 separate species, C22H19ClNO2 in total at a distorted geometry (the ωB97M-V functional and the def2-TZVPD basis).

Charge   +1
Energy above the lowest of the compared OMol25 structures with the same formula, charge and spin   0.00 kcal per mole
2S+1   1

XYZ file:
```
45
C22H19ClNO2 (the ωB97M-V functional and the def2-TZVPD basis)
Cl 3.2598 -0.8017 3.5043
C 1.5445 -0.8016 3.4791
C 0.8493 -2.0233 3.4651
C -0.5444 -2.0220 3.4289
C -1.2534 -0.7964 3.4274
N -2.6209 -0.7920 3.3868
C -0.5396 0.4247 3.4349
C 0.8539 0.4219 3.4700
H 1.4030 -2.9573 3.4839
H -1.0957 -2.9643 3.4085
H -3.1435 0.0610 3.5446
H -3.1306 -1.6527 3.5394
H -1.0907 1.3674 3.4210
H 1.4068 1.3556 3.4927
C -7.0093 8.5169 7.3094
O -5.7204 7.8849 7.1448
C -5.6047 6.9447 6.1691
C -4.3405 6.3207 6.0014
C -4.1738 5.3584 5.0243
C -5.2520 4.9728 4.1714
C -5.1158 3.9705 3.1400
O -6.2627 3.7342 2.4304
C -6.2924 2.8058 1.4010
C -5.1267 2.0736 1.0819
C -5.2091 1.1342 0.0201
C -6.3999 0.9554 -0.6601
C -7.5411 1.7000 -0.3131
C -7.4987 2.6315 0.7213
C -3.9644 2.3159 1.8379
C -3.9541 3.2693 2.8475
C -6.4983 5.6081 4.3571
C -6.6833 6.5717 5.3282
H -6.8732 9.2200 8.1285
H -7.3037 9.0495 6.3965
H -7.7778 7.7775 7.5673
H -3.5244 6.6221 6.6575
H -3.2019 4.8817 4.8979
H -4.3012 0.5759 -0.2207
H -6.4488 0.2293 -1.4715
H -8.4698 1.5466 -0.8598
H -8.3736 3.2173 1.0054
H -3.0468 1.7885 1.5745
H -3.0592 3.4981 3.4257
H -7.3521 5.3535 3.7349
H -7.6659 7.0351 5.4343
```

---

No. 5
Entry from the OMol25 dataset: a cluster of 2 separate species, C22H19F3NO3S2 in total at a distorted geometry (the ωB97M-V functional and the def2-TZVPD basis).

Charge   -1
Energy above the lowest of the compared OMol25 structures with the same formula, charge and spin   12.90 kcal per mole
2S+1   1

XYZ file:
```
50
C22H19F3NO3S2 (the ωB97M-V functional and the def2-TZVPD basis)
C -0.6473 -1.3496 6.2468
C -1.1825 -1.9699 5.1081
C -0.9059 -1.4518 3.8335
C -0.1504 -0.2906 3.7089
C 0.0692 0.3394 2.3605
C -1.2641 0.7355 1.7105
C -1.3405 2.0607 1.0233
C -2.1583 2.1809 -0.1086
C -2.0812 3.3349 -0.8890
C -1.2419 4.3856 -0.4908
C -0.5332 4.3122 0.7155
C -0.6226 3.1644 1.4985
O -2.2224 -0.0242 1.7206
C 0.4366 0.2905 4.8341
C 0.1769 -0.2226 6.1108
H -0.8650 -1.7492 7.2387
H -1.8140 -2.8562 5.1997
H -1.3004 -1.9340 2.9415
H 0.7527 1.1749 2.4688
H -2.8140 1.3513 -0.3815
H -2.6609 3.3933 -1.8156
H -1.1546 5.2761 -1.1178
H 0.1053 5.1341 1.0384
H -0.1298 3.0891 2.4656
H 1.1040 1.1433 4.6863
H 0.6207 0.2551 6.9886
C -0.3059 -0.0767 -2.0214
N 0.7499 -0.8698 -1.5124
S 0.9020 -0.7283 1.1905
C 2.1310 0.4595 0.5835
F 2.7602 1.0654 1.6477
F 3.0591 -0.2538 -0.0971
F 1.6785 1.4699 -0.2170
S 0.6723 -2.4343 -1.7291
C 0.8927 -2.3746 -3.5146
C -0.0638 -2.9485 -4.3558
C -0.0181 -2.6422 -5.7170
C 1.0073 -1.8377 -6.2297
C 2.0023 -1.3338 -5.3777
C 1.9453 -1.6052 -4.0098
O 1.8586 -3.0650 -1.1950
O -0.6060 -3.0375 -1.4653
H -0.1258 0.9292 -1.6314
H -0.2901 -0.0133 -3.1231
H -1.3006 -0.3884 -1.6577
H -0.8447 -3.5672 -3.9223
H -0.7982 -3.0272 -6.3724
H 1.0275 -1.5921 -7.2933
H 2.8151 -0.7133 -5.7592
H 2.6750 -1.1884 -3.3158
```

---

No. 6
Entry from the OMol25 dataset: a cluster of 2 separate species, C22H19F3O in total at a distorted geometry (the ωB97M-V functional and the def2-TZVPD basis).

2S+1   1

XYZ file:
```
45
C22H19F3O (the ωB97M-V functional and the def2-TZVPD basis)
F -4.8642 -4.5620 -2.7481
C -3.9898 -3.7040 -3.3860
F -3.3805 -4.4075 -4.4105
F -4.7290 -2.6746 -3.9534
C -2.9761 -3.1698 -2.4399
C -1.7260 -2.8597 -2.9302
C -0.8096 -2.2758 -2.1117
C -1.1420 -2.0119 -0.7440
O -0.2945 -1.3209 -0.0527
C -2.4173 -2.4380 -0.2455
C -3.3042 -3.0447 -1.0989
H -1.4831 -3.0502 -3.9693
H 0.1622 -1.9146 -2.4329
H -2.6401 -2.2226 0.7935
H -4.2636 -3.3922 -0.7531
C 3.4319 0.1802 5.6068
C 2.7650 0.1166 4.2723
C 1.5267 -0.5551 4.2357
C 0.8005 -0.5275 3.0596
C 1.2127 0.2123 1.9330
C 0.1954 0.3649 0.9275
C 0.2696 1.3950 -0.1120
C -0.5879 1.2681 -1.2182
C -0.5312 2.1262 -2.2963
C 0.3828 3.1920 -2.2598
C 0.3094 4.1733 -3.3856
C 1.1474 3.4529 -1.0935
C 1.0613 2.5636 -0.0207
C 2.5343 0.7649 1.9430
C 3.2401 0.8227 3.1487
H 4.2766 0.8765 5.5633
H 2.7407 0.4792 6.4233
H 3.7974 -0.8377 5.8227
H 1.1447 -1.0596 5.1107
H -0.0908 -1.1317 2.9350
H -0.8089 -0.0106 1.2139
H -1.2514 0.4096 -1.2661
H -1.1922 1.9705 -3.1476
H 1.2098 4.7872 -3.3688
H 0.2527 3.5932 -4.3129
H -0.5821 4.8225 -3.3286
H 1.7836 4.3392 -1.0482
H 1.6359 2.7771 0.8894
H 3.0309 1.0772 1.0123
H 4.1530 1.4057 3.2440
```

---

no.,energy (a.u.),HOMO energy (eV),HOMO-LUMO gap (Ha)
1,-3868.5087,-8.574,0.3162
2,-4514.3485,-8.213,0.2968
3,-3240.8422,-2.037,0.2455
4,-1514.9246,-9.812,0.1731
5,-2226.2080,-3.881,0.2350
6,-1224.4890,-7.230,0.2121